Run one
Formula: C5H7Cl2N
Source: the OMol25 dataset
Level of theory: wB97M-V/def2-TZVPD

```
15
Properties=species:S:1:pos:R:3:mulliken_charge:R:1
Cl 1.06 -1.62 0.41 -0.169
C 0.12 -0.20 0.48 0.987
Cl 0.65 0.63 1.96 -0.195
C -1.41 -0.37 0.17 -1.100
C -1.24 -0.04 -1.33 0.007
N -1.50 0.82 -2.56 -0.560
C -0.46 1.20 -1.33 0.178
C 0.76 0.72 -0.76 -1.146
H -1.74 -1.37 0.39 0.332
H -2.17 0.15 0.63 0.351
H -0.75 -0.86 -1.97 0.233
H -2.17 1.50 -2.36 0.258
H -1.00 1.97 -0.71 0.201
H 1.25 1.84 -0.54 0.225
H 1.38 -0.02 -1.28 0.399
```

Calculated values
LUMO level = 0.768 eV
net charge = 0
orbital gap = 9.98 eV

***

Run two
Formula: C5H7Cl2N
Source: the OMol25 dataset
Level of theory: wB97M-V/def2-TZVPD

```
15
Properties=species:S:1:pos:R:3:mulliken_charge:R:1
C 1.39 0.72 0.60 -1.022
C 1.11 0.16 -0.75 0.633
Cl 1.84 -1.37 -1.08 -0.182
C 0.43 0.75 -1.73 -0.512
Cl -0.34 2.27 -1.52 -0.166
H 1.33 1.81 0.58 0.370
H 0.66 0.35 1.32 0.052
H 2.38 0.41 0.94 0.354
H 0.29 0.31 -2.70 0.437
C -1.48 -1.07 -0.24 -1.161
C -1.60 -0.89 1.04 0.878
N -1.83 -0.82 2.23 -0.561
H -2.00 -0.46 -0.94 0.290
H -0.92 -1.91 -0.62 0.308
H -1.27 -0.27 2.87 0.282
```

Calculated values
LUMO level = 0.737 eV
net charge = 0
orbital gap = 9.47 eV

***

run two comes first in stability; the runner-up is 339.7 kJ/mol higher.

***

Run one
Formula: CHIS2
Source: the OMol25 dataset
Level of theory: wB97M-V/def2-TZVPD

```
5
Properties=species:S:1:pos:R:3:mulliken_charge:R:1
C 0.16 -0.24 -0.07 -0.334
S 0.52 1.21 -1.02 -0.069
S 0.38 1.09 1.00 -0.066
I -1.99 -0.96 0.03 0.077
H 0.93 -1.10 0.05 0.392
```

Calculated values
LUMO level = -0.441 eV
net charge = 0
orbital gap = 8.19 eV

***

Run two
Formula: CHIS2
Source: the OMol25 dataset
Level of theory: wB97M-V/def2-TZVPD

```
5
Properties=species:S:1:pos:R:3:mulliken_charge:R:1
C 1.35 2.21 -0.94 0.035
S 0.15 -0.80 0.43 -0.245
S -0.12 2.41 -0.63 -0.039
I -1.18 -2.41 -0.45 0.077
H -0.21 -1.41 1.60 0.172
```

Calculated values
LUMO level = -0.320 eV
net charge = 0
orbital gap = 8.60 eV

***

run one comes first in stability; the runner-up is 136.4 kJ/mol higher.